Computed, not measured: a molecular structure, C20H56N5O6Sr, with the ωB97M-V functional and the def2-TZVPD basis.

ORCA input file:
```
! wB97M-V def2-TZVPD RIJCOSX def2/J DEFGRID3
* xyz 1 1
H -5.0617 6.7190 -0.1501
H 3.3769 4.4224 6.6026
H 1.5656 3.8408 4.6032
H -0.7809 -7.3608 -0.0036
C -4.1143 4.7418 -0.1638
H -2.7537 1.0272 -7.9215
H 8.9727 -5.2950 -2.4417
H -2.5373 -7.4803 0.2566
C -2.2475 -2.7191 1.3387
H 0.1310 0.9911 -0.6029
C -1.0114 -3.5865 1.7532
O 0.8762 1.5962 -0.4208
H 6.7317 -2.0442 1.9286
C 2.4150 4.0963 6.9984
H -3.1912 -3.2645 1.3453
C -1.7207 -6.8086 -0.0082
H -0.1004 3.4559 6.2621
H -2.4910 -1.9299 2.0501
C 7.4310 -2.5421 0.0304
H -5.0369 -2.4539 -7.0673
H -6.8083 3.2127 -0.2552
H -1.4714 2.2931 -7.5692
C 8.4884 -4.4729 -2.9685
H 8.9619 -4.0882 -0.3121
C -2.0737 0.8704 -5.9682
H -1.7886 0.1317 6.4425
H -1.2481 0.8638 7.9256
C -4.1821 -2.2262 -6.4305
O -3.8398 -0.8228 -6.5101
N 6.3979 -1.8185 -0.8014
H 5.4779 -2.2352 -0.8051
C -0.7966 -4.6708 0.6831
N 2.1256 3.0504 4.8892
H -7.9835 4.0685 -1.3345
H -2.7055 -0.8415 -4.8111
C 1.9315 2.8580 6.3103
H 8.2296 -1.8146 0.1756
C 8.0028 -3.7530 -0.7069
H 7.3989 -3.6560 1.8523
H 7.4300 -4.6691 -0.5623
H -2.6587 1.6544 -5.4874
H 2.4664 1.9395 6.5520
C 0.4617 2.5962 6.6269
H -3.2880 3.9085 1.6227
O 8.2800 -3.3207 -2.0572
H 9.1061 -4.1918 -3.8214
C -1.8187 1.2711 -7.4172
H 1.6241 2.3744 4.3309
H -3.3662 -2.8642 -6.7701
O -6.6038 5.2936 -0.3639
H -5.1178 4.2268 1.6470
H 0.0764 -2.0117 1.2868
H 6.8458 -1.9040 -1.7026
H -1.8856 -6.4859 -1.0362
H 1.7611 4.9630 6.9014
C 6.7791 -2.9411 1.3110
N -0.7501 0.8997 -5.3303
H -0.3620 1.7468 -5.7201
H -1.1871 -4.1759 2.6531
C -5.2608 5.7621 -0.6325
H -2.1048 1.8790 6.8010
O -1.8497 -5.6358 0.8495
H 5.8633 -3.4877 1.0862
H -4.2178 3.7604 -0.6266
H -4.1032 5.4816 1.8628
C -4.1254 4.5369 1.3195
H 7.5282 -4.8525 -3.3180
H -6.3768 3.9257 -1.8677
H -2.1126 -2.1601 0.4128
C -1.3925 1.0562 6.8625
H 2.5583 3.8310 8.0458
H -0.6894 1.0534 -4.3340
O -0.1626 1.3916 6.1954
H -1.7924 -1.2345 -6.1963
H -1.0815 0.6553 -7.9324
H -4.5012 -2.5509 -5.4401
N -2.7758 5.1901 -0.5176
H -5.1426 5.9463 -1.7003
H -0.7251 -4.2933 -0.3370
N 0.1124 -2.7133 2.0125
C -6.9623 4.0342 -0.9548
Sr 4.1132 3.3688 -2.1931
H -0.0691 -2.2120 2.8704
C -2.6127 -0.5958 -5.8690
H 0.3794 2.7054 7.7083
H -2.2776 4.3230 -0.3756
H -2.7220 5.3437 -1.5144
H 0.1402 -5.1728 0.9248
*
```

Values from the calculation:
frontier orbital gap: 0.1371 hartree
energy relative to the best compared isomer or geometry (same formula, charge and spin): 10.446 eV
LUMO level: -6.73 eV

Computed, not measured: a single C3H4N2OS molecule, with the ωB97M-V functional and the def2-TZVPD basis.

ORCA input file:
```
! wB97M-V def2-TZVPD RIJCOSX def2/J DEFGRID3
* xyz 0 1
S -2.4858 0.7229 0.1196
O -2.0527 2.1198 0.0070
H -0.0293 1.3824 0.4268
N -0.9359 -2.8181 -0.1387
C -0.9193 -0.2552 0.0821
C 1.5788 0.0991 -0.0837
H 1.8470 -0.2500 0.8372
H 1.6403 -0.7268 -0.8644
C -0.9375 -1.6641 -0.0804
H 2.1134 0.9131 -0.2786
N 0.1808 0.4768 -0.0269
*
```

Values from the calculation:
frontier orbital gap (alpha / beta): 0.2737 / 0.2639 hartree
energy relative to the best compared isomer or geometry (same formula, charge and spin): 2.846 eV
LUMO level (alpha / beta): -0.85 / -0.93 eV

Computed, not measured: a single C4H9N3O2S molecule, with the ωB97M-V functional and the def2-TZVPD basis.

ORCA input file:
```
! wB97M-V def2-TZVPD RIJCOSX def2/J DEFGRID3
* xyz 0 1
H 3.2486 -0.2053 -0.0039
O -2.3298 2.0133 -0.4131
H 0.6221 0.4435 -1.7167
C -1.7016 1.0670 -0.0480
H 0.3692 -0.3457 1.9462
N -0.5757 1.0096 0.6569
H 2.3004 1.2953 0.0186
H -4.1405 -1.5381 0.0035
H 0.1674 -1.2775 -1.5604
C 0.9401 -0.5433 -1.3465
H 1.8472 -0.8373 -1.8700
S -2.2181 -0.7171 -0.4312
O -0.9235 -1.2406 0.6733
C 2.3638 0.2714 0.4167
N -3.5941 -0.7209 0.2386
H -0.1190 1.8529 0.9692
H 2.4756 0.3174 1.4989
C 0.0567 -0.3066 0.8900
N 1.2114 -0.5381 0.0778
*
```

Values from the calculation:
frontier orbital gap: 0.3631 hartree
energy relative to the best compared isomer or geometry (same formula, charge and spin): 1.674 eV
LUMO level: 0.54 eV

Computed, not measured: 2 unconnected molecules or ions with the total composition C5H12N2O4P, with the ωB97M-V functional and the def2-TZVPD basis.

ORCA input file:
```
! wB97M-V def2-TZVPD RIJCOSX def2/J DEFGRID3
* xyz -1 1
P -2.9461 0.0735 -0.5533
H 2.8654 -0.1171 0.5970
H -0.0508 0.5829 1.2141
O -2.4130 1.8726 -0.4644
H -3.0626 2.2202 0.1960
C 0.3556 0.3929 -1.0827
H -3.1895 -0.0381 1.5918
C 0.7390 -0.1728 1.1090
H 0.0199 -2.1444 -1.6934
O 2.1337 1.5390 0.1357
H -0.3544 1.1144 -0.5584
H 2.3864 0.1745 -1.5918
O -2.4041 -0.1276 1.0174
H 0.7882 -2.9201 1.0835
H 0.6171 -0.8574 2.0739
C 0.2956 -2.0700 -0.6181
H 0.0333 -0.0337 -2.0937
H 2.4497 0.8536 2.0658
O -4.4621 0.0588 -0.4668
N 0.5167 -0.8036 -0.2166
H 1.5562 1.9631 -1.7710
N 0.3430 -3.0816 0.1730
C 1.6993 1.0361 -1.1618
C 2.0833 0.4847 1.0149
*
```

Values from the calculation:
frontier orbital gap: 0.2686 hartree
energy relative to the best compared isomer or geometry (same formula, charge and spin): 2.076 eV
LUMO level: 3.30 eV

Computed, not measured: 6 unconnected molecules or ions with the total composition C58H73NO3S, with the ωB97M-V functional and the def2-TZVPD basis.

ORCA input file:
```
! wB97M-V def2-TZVPD RIJCOSX def2/J DEFGRID3
* xyz 0 1
C 9.3115 -3.9828 2.9702
H 6.0186 -1.2279 0.0519
H -5.9996 1.5286 -4.4061
H -4.9372 7.9691 -5.6529
H 5.4613 -4.4416 -0.8883
C -6.1715 0.8351 -3.4979
H -1.1677 1.7433 1.0427
C 8.8164 -4.6297 0.7017
H -1.8061 7.3910 1.8558
H 7.9821 -2.9005 1.6705
H -3.5123 3.8859 7.9501
C 4.1112 0.9941 0.8239
H 2.8390 -5.3016 -2.4206
C 4.5192 -2.1275 -2.3502
H 4.0358 -2.1103 -1.3046
H 6.6125 -2.8384 -1.8298
H -2.5690 5.4847 6.3104
C -2.3582 0.7653 -0.5950
C -2.8683 4.4925 5.9901
C -6.3248 4.9339 -5.0393
H 0.3514 1.5449 -1.1565
H -7.0389 1.3229 -2.9161
H 2.8104 -2.2100 2.4489
H -2.9985 2.5547 3.2068
C -4.0017 4.9767 0.9246
H 8.2982 -4.4507 -0.2352
H -7.1352 -4.4499 0.1090
C -5.9428 -2.2025 1.6257
H -6.0044 7.5700 -7.8517
C -6.8199 5.6636 -7.2826
C -2.7262 4.1189 4.6570
C -1.8147 4.5438 0.0097
H 1.5995 0.4933 1.6029
H -6.4099 4.1919 -4.2521
H -5.5810 -2.1083 2.7180
H 2.9103 0.5067 -0.9898
H 7.5096 -0.6747 -0.8889
H 4.0607 -1.3804 -3.0783
C -2.3114 1.4789 -1.9919
C -8.0963 -3.8950 0.4202
H 6.3277 1.2624 0.8304
H 0.5042 -0.2808 -0.7364
H -1.1506 3.9257 -0.5868
H 2.0751 -1.3214 4.6413
C 10.3214 -5.9606 2.0329
C 6.3617 -0.8005 -0.9553
C 4.3349 -3.6129 -2.9636
H -9.7112 -5.5001 0.0129
C -6.0226 -0.7438 -0.4554
C -6.6127 -0.5827 -4.0877
H 6.6831 -3.0510 4.0859
H -4.1824 1.6156 7.2216
C 3.4754 -4.4961 -1.8960
C 8.6407 -3.7571 1.7713
C -2.1832 6.4924 1.3794
C 5.4590 1.4660 0.0914
H 2.9802 2.3267 -0.6564
C -9.1737 -4.9935 0.9010
C 3.0829 -1.7043 4.5214
C 1.4973 1.2107 0.7150
H -3.9167 0.9467 4.8516
H -3.0828 3.4052 -4.1333
O -7.0145 -1.1718 -1.0853
H 5.1113 -3.0803 2.1744
H 6.5063 -1.4745 -3.1586
C -3.1071 2.8448 4.2473
H -2.3184 4.8210 3.9371
H 10.9724 -6.8220 2.1364
H -4.1853 6.7547 2.1187
C -4.8737 0.8041 -2.5735
O -7.8603 -0.7645 -4.2332
H -5.0428 4.6955 1.0438
C -3.1486 4.1798 0.1673
H 6.6239 1.2441 -1.8139
C -1.1381 0.7552 0.4391
H 5.5047 2.5855 -0.1364
H -4.1879 2.2476 -5.0737
H 3.8802 -3.6313 -4.0107
S -7.7597 -2.5935 1.7311
C 0.3109 0.7717 -0.3050
H -3.5234 3.2758 -0.3007
C -3.3187 2.2968 -4.3398
C 5.2585 -2.1841 5.4437
C 2.8702 1.2923 -0.1614
H 2.7323 -3.8215 -1.3346
C 10.1531 -5.0832 3.0996
H 4.8531 -7.4016 -0.9078
C -4.8949 0.0795 -1.2126
H 4.1320 -0.0914 1.1868
C -4.1401 -0.8066 1.0070
C 5.7819 0.6720 -1.2725
C -3.6816 0.0503 -0.2467
C -3.5193 6.1331 1.5290
H -1.2129 -0.1263 1.1596
N -5.6253 -0.8987 0.9563
H 3.6393 -1.3170 6.5622
H -2.3985 1.8901 -4.9096
C 3.4968 -2.2022 3.2895
H 1.3066 2.2957 1.0571
H 9.7901 -6.4135 -0.0008
C -6.0972 6.8324 -7.0618
H 4.6169 -6.6617 -2.6292
C -5.4950 7.0548 -5.8273
C -3.7733 2.3176 6.5026
H -0.2901 5.9803 0.4969
C -6.9347 4.7155 -6.2708
C 6.1000 -1.8567 -2.1635
H 4.1978 -5.2964 0.1671
C -1.3310 5.6987 0.6171
H -5.3996 -3.0998 1.1646
H 9.1779 -3.3007 3.8035
C -3.5441 1.5100 -2.9736
H -10.0171 -4.5165 1.5254
C 3.9629 -1.6995 5.5997
C -5.6066 6.1051 -4.8167
C -3.3958 3.5929 6.9116
C 5.0997 -6.5234 -1.5975
C 5.6725 -2.6764 4.2095
H -7.4997 3.8049 -6.4425
H 6.2414 -6.5311 -1.7819
C 4.5726 -5.1724 -0.9017
H -5.9181 -1.4523 -4.3424
C -3.6261 1.9422 5.1703
H -8.6690 -5.8584 1.4761
O -3.3300 -1.3123 1.8149
H 4.8755 0.6161 -1.9728
H 5.9453 -2.1782 6.2835
H -1.3610 2.0203 -2.2949
C 4.7901 -2.6896 3.1352
H 3.9685 1.6699 1.7419
H -7.2936 5.4923 -8.2434
H -8.5397 -3.4041 -0.5246
H -5.1341 6.2773 -3.8552
H 10.6779 -5.2576 4.0332
C 9.6551 -5.7320 0.8325
H 5.3693 -4.1219 -3.0420
*
```

Values from the calculation:
frontier orbital gap: 0.2882 hartree
LUMO level: -0.86 eV

Computed, not measured: 2 unconnected molecules or ions with the total composition C2H6OS, with the ωB97M-V functional and the def2-TZVPD basis.

ORCA input file:
```
! wB97M-V def2-TZVPD RIJCOSX def2/J DEFGRID3
* xyz 0 1
H 2.5142 -2.4423 -1.3863
C 0.5551 -0.4954 -0.1496
H -0.3105 -0.5064 0.5002
C 1.2987 -1.5853 -0.1758
H -2.1170 2.4527 0.2340
O 2.4840 -1.6266 -0.8726
H -3.0621 3.7125 1.3622
S -3.3536 2.5767 0.7310
H 0.9024 0.4129 -0.6202
H 1.0888 -2.4987 0.3771
*
```

Values from the calculation:
frontier orbital gap: 0.3806 hartree
energy relative to the best compared isomer or geometry (same formula, charge and spin): 0.630 eV
LUMO level: 0.88 eV

Computed, not measured: a single C2HBrF2S molecule, with the ωB97M-V functional and the def2-TZVPD basis.

ORCA input file:
```
! wB97M-V def2-TZVPD RIJCOSX def2/J DEFGRID3
* xyz 0 1
C -0.6568 0.3765 -0.3679
F 1.4046 -0.9313 -0.5800
H -0.8894 1.3435 0.1505
S -1.0908 -1.2192 0.4208
Br 1.3990 0.2966 1.8424
C 0.5716 -0.2977 0.2404
F -0.7381 0.4315 -1.7061
*
```

Values from the calculation:
frontier orbital gap: 0.3770 hartree
energy relative to the best compared isomer or geometry (same formula, charge and spin): 0.507 eV
LUMO level: 0.31 eV

Computed, not measured: a molecular structure, C29H39CdN7O2S, with the ωB97M-V functional and the def2-TZVPD basis.

ORCA input file:
```
! wB97M-V def2-TZVPD RIJCOSX def2/J DEFGRID3
* xyz 0 1
C 3.4974 -0.4283 0.7005
H 3.7525 0.3863 1.3755
H -4.6448 -0.9097 1.7498
N -1.0429 2.9676 -3.3108
N 0.6282 1.5494 -3.3432
H -2.5342 2.0095 3.5826
H -3.5642 1.4261 0.6902
C 1.1360 -2.7913 -0.0435
C -0.8756 2.6223 -4.7160
H 1.6743 -3.3845 -0.7937
C 2.5092 -4.7312 2.7945
H -4.5580 -0.2363 -0.6375
C 1.6964 -4.2949 3.8581
H -0.8020 -3.4373 -2.4224
C -3.3602 0.8143 1.5763
H 1.2864 2.7486 -4.9506
H 3.9265 2.0649 -0.4200
H -3.0557 -2.7452 -1.8721
C 0.2649 -1.6472 -1.9007
H 2.8854 -4.5314 0.7086
H -1.4394 2.8508 5.2304
H 0.5879 3.4745 6.4768
C -3.6964 -0.6531 1.2717
C 0.7042 -3.3727 3.6661
H 2.8169 2.8764 5.5254
C -0.4606 2.6039 4.8308
C -0.2040 2.2436 -2.5330
H 1.5033 1.1987 -2.9737
H -4.2900 -1.9397 -0.3430
H -1.6434 1.9008 -5.0214
C 0.4502 -2.7881 2.3902
H 4.1879 -1.2564 0.8569
H 1.1305 -2.0353 -2.4483
O 1.0324 0.9836 1.9105
C -3.8423 -0.9483 -0.2148
H -3.9967 1.1948 2.3834
C 1.9118 2.6162 4.9886
H 2.9742 1.6941 3.3802
H 2.4973 -0.7587 0.9725
H -3.0695 0.9719 -1.8448
C 3.5661 0.0163 -0.7174
H 3.2846 -5.4669 2.9564
H -0.9551 3.5041 -5.3508
H -2.9393 -1.3029 1.7226
N 3.8496 1.2980 -1.0659
N 0.4440 -1.7973 -0.4689
N -1.9612 0.9847 1.9297
H -1.9801 -2.7877 -0.4727
C 0.6613 2.9552 5.5318
H -2.1846 3.7246 -1.7673
C -1.0113 -2.3662 -2.3444
Cd -0.4557 -0.2267 0.8158
C -1.6838 1.6250 3.0049
C 0.8630 1.5820 3.0317
H 1.8558 -4.7012 4.8504
C 1.2894 -3.2333 1.3152
H 0.6136 1.1751 -5.4259
C -2.2476 3.6101 -2.8465
H 4.1280 2.2770 -2.9605
H 0.0785 -3.0405 4.4847
H -2.3475 4.5914 -3.3107
C 3.9027 1.3666 -2.4343
C 3.6618 0.0924 -2.8572
C 2.2828 -4.2066 1.5513
C -2.7827 -0.0263 -2.1727
H 3.6452 -0.2779 -3.8695
H -3.5628 -0.4192 -2.8450
H -3.1295 3.0117 -3.0957
C 2.0087 1.9597 3.7919
H 0.1896 -0.5830 -2.1176
C 0.5205 2.0007 -4.7234
S -0.1811 2.1972 -0.8619
N 3.4374 -0.7430 -1.7849
C -2.1995 -2.2429 -1.3936
N -2.5897 -0.8770 -1.0030
H -1.2827 -2.0339 -3.3500
O -0.5002 -1.9377 2.2610
H -1.8553 0.0684 -2.7353
C -0.4065 1.9216 3.5975
*
```

Values from the calculation:
frontier orbital gap: 0.2689 hartree
energy relative to the best compared isomer or geometry (same formula, charge and spin): 0.000 eV
LUMO level: 0.36 eV

Computed, not measured: 2 unconnected molecules or ions with the total composition C4H9NO, with the ωB97M-V functional and the def2-TZVPD basis.

ORCA input file:
```
! wB97M-V def2-TZVPD RIJCOSX def2/J DEFGRID3
* xyz 0 1
H -0.8817 1.2732 -0.2409
H 0.8929 -1.7183 -0.0476
N -0.9507 0.9933 -1.2537
H 1.5673 0.7144 2.3078
C -0.7467 -0.8390 0.4134
C 1.2377 0.4539 1.3016
H -0.4014 0.9004 -3.1973
O -0.0525 -1.9043 -0.1029
H -0.5791 -0.7138 -2.3746
H 1.3744 1.3384 0.6694
C -0.5315 0.3706 -2.2612
H -0.8511 0.4928 2.0547
C -0.2044 0.0545 1.3089
H 1.9192 -0.3099 0.9158
H -1.7924 -1.1061 0.5066
*
```

Values from the calculation:
frontier orbital gap: 0.3024 hartree
energy relative to the best compared isomer or geometry (same formula, charge and spin): 4.863 eV
LUMO level: 0.81 eV

Computed, not measured: a single C4H5N3O molecule, with the ωB97M-V functional and the def2-TZVPD basis.

ORCA input file:
```
! wB97M-V def2-TZVPD RIJCOSX def2/J DEFGRID3
* xyz 0 1
N -0.8115 -0.4003 0.1392
H -1.2222 2.0386 -1.9264
H 1.1553 2.1655 -0.7949
C 1.3396 0.3518 0.3886
N -1.5137 1.1619 -1.5307
H 1.5371 -1.8935 1.7255
N 0.5557 -1.8135 1.3768
O -1.9113 -1.2388 -0.1727
C -0.6607 0.6557 -0.7332
H -1.9892 -1.8807 0.6384
H 2.3806 0.3702 0.6619
C 0.4324 -0.7576 0.6365
C 0.7080 1.2406 -0.4091
*
```

Values from the calculation:
frontier orbital gap: 0.3246 hartree
energy relative to the best compared isomer or geometry (same formula, charge and spin): 3.636 eV
LUMO level: -0.26 eV

Computed, not measured: a single C11H15NO3 molecule, with the ωB97M-V functional and the def2-TZVPD basis.

ORCA input file:
```
! wB97M-V def2-TZVPD RIJCOSX def2/J DEFGRID3
* xyz 0 1
H 4.1685 -0.7738 1.1301
N -1.0757 1.1113 2.3589
C 1.9287 -0.5311 -0.7691
O 0.1956 -0.9096 0.9147
H 1.9773 -0.1144 1.3724
C -0.9413 -0.7978 0.1276
H -0.9041 1.8390 3.0327
C -1.7898 0.3108 0.2092
C -1.2481 -1.8385 -0.7395
H -3.5321 1.2436 -0.5641
H 4.8912 0.6218 -1.5009
C -2.9035 0.3679 -0.6228
H 4.4388 0.9686 0.9591
H -2.6059 -2.5985 -2.2014
H 4.4405 -1.0900 -1.3067
H -4.0727 -0.6085 -2.1218
C 4.2762 -0.0720 -0.9219
C 1.2716 -0.0647 0.5409
H 0.9390 0.9731 0.4156
O 2.9525 0.3358 -1.1937
H -0.7356 0.1816 2.5368
H 5.7502 -0.1725 0.6355
H 1.1650 -0.5222 -1.5570
C 4.6792 -0.0092 0.5495
H 2.2981 -1.5583 -0.6545
H -0.5875 -2.6915 -0.7754
C -3.2008 -0.6669 -1.4884
O -1.8998 2.5938 0.8773
C -2.3779 -1.7799 -1.5352
C -1.5821 1.4557 1.1521
*
```

Values from the calculation:
frontier orbital gap: 0.3692 hartree
energy relative to the best compared isomer or geometry (same formula, charge and spin): 0.255 eV
LUMO level: 0.80 eV

It is found that the strongest force on any atom values, taken in the order of the records, are 2.23; 5.63; 1.30; 3.52; 4.83; 0.74; 2.76; 0.24; 4.70; 3.62; 0.70 eV Å⁻¹.